Here is the ion C6H14NO3 with charge +1 from the Open Molecules 2025 dataset. Energies are from wB97M-V/def2-TZVPD.

Summary:
structure (SMILES) = CC(C)[NH2+][C@@]1(O)O[C@@]1(C)O
lowest unoccupied orbital energy = -2.90 eV
charge = +1
frontier orbital gap = 11.919 eV
HOMO level = -14.820 eV

```
24
C6H14NO3 (wB97M-V/def2-TZVPD)
C -0.275 -2.027 -0.175
C 0.912 -1.020 -0.536
C 2.265 -1.553 -0.155
N 0.686 0.296 0.204
C -0.405 1.138 -0.433
O 0.178 2.027 -1.197
O -1.584 0.520 -0.683
C -1.515 1.358 0.506
C -2.229 2.750 0.536
O -1.293 0.668 1.675
H -0.211 -2.093 0.906
H -1.188 -1.601 -0.505
H 0.060 -3.012 -0.646
H 0.965 -1.039 -1.674
H 2.724 -2.160 -0.977
H 2.273 -2.120 0.742
H 3.044 -0.649 0.057
H 1.518 0.806 0.131
H 0.470 0.232 1.207
H 0.145 1.950 -2.230
H -2.084 3.210 -0.399
H -1.633 3.176 1.278
H -3.314 2.582 0.795
H -2.191 0.405 1.947
```

Here is a structure of composition C16H18ClIr from the Open Molecules 2025 dataset. Energies are from wB97M-V/def2-TZVPD.

Summary:
lowest unoccupied orbital energy (alpha / beta) = -13.10 / -13.67 eV
charge = +3
multiplicity = 2
frontier orbital gap (alpha / beta) = 6.196 / 6.141 eV
HOMO level (alpha / beta) = -19.297 / -19.807 eV

```
36
C16H18ClIr (wB97M-V/def2-TZVPD)
Ir 0.649 -1.069 0.053
C 1.098 -4.239 1.410
C 0.517 -2.849 1.482
C -0.711 -2.508 0.881
C -1.385 -1.230 1.042
C -2.775 -1.088 0.534
C -0.632 -0.177 1.599
C 0.665 -0.415 2.120
C 1.488 0.660 2.759
C 1.219 -1.739 1.991
H 1.358 -4.501 0.384
H 0.358 -4.950 1.775
H 1.987 -4.316 2.031
H -1.216 -3.292 0.322
H -3.317 -2.024 0.672
H -2.769 -0.876 -0.541
H -3.293 -0.273 1.037
H -1.065 0.815 1.672
H 2.239 1.040 2.060
H 2.030 0.252 3.613
H 0.866 1.491 3.087
H 2.252 -1.884 2.295
Cl -1.658 5.044 -3.909
C -0.916 3.772 -3.117
C -0.591 2.591 -3.832
C 0.074 1.515 -3.168
C 0.390 1.596 -1.817
C 1.170 0.498 -1.200
C 0.047 2.781 -1.122
C -0.605 3.858 -1.760
H -0.823 2.493 -4.886
H 0.336 0.653 -3.768
H 1.920 0.833 -0.459
H 1.648 -0.124 -1.978
H 0.291 2.919 -0.075
H -0.843 4.744 -1.186
```

Here is a cluster of 9 separate species, C10H36BF4O10 in total from the Open Molecules 2025 dataset. Energies are from wB97M-V/def2-TZVPD.

Summary:
lowest unoccupied orbital energy = 2.55 eV
charge = -1
frontier orbital gap = 10.184 eV
HOMO level = -7.631 eV

```
61
C10H36BF4O10 (wB97M-V/def2-TZVPD)
B 0.246 -0.005 0.658
F -0.811 0.818 1.035
F 0.880 0.393 -0.521
F 1.206 -0.161 1.674
F -0.281 -1.332 0.443
O 0.308 -2.145 3.374
H 1.011 -1.502 3.265
H -0.093 -2.196 2.500
O -2.033 1.151 3.971
H -2.346 1.971 3.561
H -1.441 0.765 3.315
O -3.048 3.157 2.075
H -3.968 3.435 2.071
H -2.943 2.652 1.244
O 3.425 -0.108 -1.177
H 3.084 0.682 -0.750
H 2.726 -0.753 -1.044
C 0.777 2.370 -3.008
C 1.701 3.497 -2.624
O 3.045 3.104 -2.940
O 0.696 2.187 -4.427
H -0.224 2.389 -2.593
H 1.293 1.462 -2.676
H 1.731 3.669 -1.545
H 1.407 4.422 -3.132
H 3.589 3.867 -3.139
H 1.590 2.114 -4.774
C -4.241 0.615 -0.242
C -4.022 -0.617 0.617
O -5.074 -1.546 0.571
O -3.138 1.490 -0.194
H -5.194 1.136 -0.140
H -4.345 0.252 -1.282
H -3.841 -0.289 1.648
H -3.060 -1.068 0.359
H -4.958 -2.115 -0.195
H -2.299 1.010 -0.196
C -2.164 -3.031 -3.737
C -1.430 -2.267 -2.658
C -1.410 -0.767 -2.834
O -2.115 -2.552 -1.406
H -3.133 -2.610 -4.004
H -2.218 -4.077 -3.432
H -1.575 -3.054 -4.660
H -0.446 -2.729 -2.545
H -2.406 -0.332 -2.930
H -0.890 -0.520 -3.767
H -0.888 -0.311 -1.995
H -1.545 -2.208 -0.701
C 3.330 -1.489 4.231
C 3.965 -1.259 2.849
C 4.300 0.193 2.586
O 5.210 -1.997 2.798
H 2.504 -0.777 4.291
H 4.062 -1.151 4.967
H 3.096 -2.542 4.331
H 3.389 -1.634 2.005
H 4.846 0.304 1.649
H 4.871 0.641 3.412
H 3.436 0.858 2.503
H 5.859 -1.460 3.263
```

Here is an isolated molecule of C3H7ClSi from the Open Molecules 2025 dataset. Energies are from wB97M-V/def2-TZVPD.

Summary:
structure (SMILES) = [SiH3][C@@H]1C[C@H]1Cl
lowest unoccupied orbital energy = 0.95 eV
charge = 0
frontier orbital gap = 9.782 eV
HOMO level = -8.831 eV

```
12
C3H7ClSi (wB97M-V/def2-TZVPD)
Si 0.953 1.546 -0.240
C -0.374 0.275 -0.399
C -1.070 -0.644 0.691
C 0.069 -1.482 0.121
Cl -0.260 -2.964 -0.837
H 0.539 2.194 -1.500
H 2.416 1.400 -0.024
H 0.318 2.339 0.818
H -0.818 0.365 -1.341
H -0.829 -0.191 1.724
H -1.972 -1.227 0.527
H 1.028 -1.611 0.459
```

Here is a structure of composition H30O19S from the Open Molecules 2025 dataset. Energies are from wB97M-V/def2-TZVPD.

Summary:
lowest unoccupied orbital energy = 4.68 eV
charge = -2
frontier orbital gap = 8.127 eV
HOMO level = -3.443 eV

```
50
H30O19S (wB97M-V/def2-TZVPD)
S 0.019 0.152 -0.211
O -0.983 1.008 -0.846
O -0.531 -1.202 -0.174
O 1.208 0.221 -1.137
O 0.321 0.590 1.085
O -0.506 2.120 3.124
H -0.202 1.531 2.368
H -1.351 1.779 3.349
O 1.804 0.275 3.576
H 0.845 0.107 3.460
H 1.670 0.986 3.018
O 1.545 3.033 -1.523
H 0.545 3.105 -1.751
H 1.508 2.232 -1.703
O -2.233 -2.710 -1.540
H -1.589 -2.044 -1.089
H -2.767 -2.158 -2.102
O -1.988 -1.948 1.852
H -1.529 -1.615 0.935
H -1.349 -1.785 2.386
O -1.283 3.661 -1.118
H -1.014 3.888 -0.304
H -1.419 2.682 -0.995
O -3.219 0.766 0.528
H -3.421 -0.169 0.430
H -2.620 0.861 -0.153
O -2.707 1.258 -2.864
H -1.779 1.211 -3.295
H -2.095 1.323 -2.130
O 0.716 -3.386 -0.288
H 0.110 -2.796 -0.172
H 0.852 -3.602 -1.141
O 0.115 -0.823 3.071
H -0.385 -0.363 3.712
H 0.184 -0.159 2.254
O 3.440 1.757 -0.327
H 3.356 0.857 -0.553
H 3.237 2.264 -1.090
O 2.731 -0.839 -0.878
H 3.079 -1.413 -1.565
H 1.768 -0.622 -0.975
O 0.645 -0.695 -3.424
H 1.468 -0.733 -3.949
H 0.693 -0.362 -2.615
O -0.786 -4.873 0.051
H -0.390 -3.922 -0.094
H -0.208 -5.076 0.692
O 1.478 2.166 1.609
H 2.152 2.067 0.994
H 0.844 1.389 1.489
```

Here is an isolated molecule of C5H9NO2 from the Open Molecules 2025 dataset. Energies are from wB97M-V/def2-TZVPD.

Summary:
structure (SMILES) = C/C(O)=C(/C)C(N)=O
lowest unoccupied orbital energy = 0.74 eV
charge = 0
frontier orbital gap = 9.048 eV
HOMO level = -8.305 eV

```
17
C5H9NO2 (wB97M-V/def2-TZVPD)
C -0.845 1.511 1.387
C -0.139 0.220 1.078
O 0.268 -0.473 2.194
C 0.355 -0.162 -0.142
C 1.591 -0.993 -0.314
C -0.655 -0.031 -1.201
N -0.405 -0.542 -2.438
O -1.799 0.337 -0.899
H -0.877 2.172 0.517
H -0.286 2.039 2.170
H -1.862 1.344 1.745
H -0.477 -0.464 2.824
H 2.309 -0.837 0.499
H 2.111 -0.710 -1.236
H 1.366 -2.061 -0.357
H -1.142 -0.421 -3.119
H 0.486 -0.928 -2.706
```

Here is a cluster of 2 separate species, CH4N3 in total from the Open Molecules 2025 dataset. Energies are from wB97M-V/def2-TZVPD.

Summary:
lowest unoccupied orbital energy (alpha / beta) = -6.06 / -8.35 eV
charge = +1
frontier orbital gap (alpha / beta) = 9.840 / 8.187 eV
HOMO level (alpha / beta) = -15.904 / -16.537 eV

```
8
CH4N3 (wB97M-V/def2-TZVPD)
C 0.400 0.994 -0.104
N 2.287 -0.454 0.119
N 1.421 0.229 0.002
N -1.140 -1.154 -0.185
H 0.064 1.331 -1.073
H -0.001 1.452 0.792
H -2.066 -0.730 -0.226
H -0.966 -1.667 0.676
```

Here is a cluster of 6 separate species, CH12O6 in total from the Open Molecules 2025 dataset. Energies are from wB97M-V/def2-TZVPD.

Summary:
structure (SMILES) = C=O.O.O.O.O.O
lowest unoccupied orbital energy = 0.59 eV
charge = 0
frontier orbital gap = 10.790 eV
HOMO level = -10.199 eV

```
19
CH12O6 (wB97M-V/def2-TZVPD)
C -2.091 0.353 -1.957
O -0.972 0.312 -2.395
H -2.996 0.057 -2.525
H -2.337 0.675 -0.934
O -2.026 -0.008 1.132
H -1.321 -0.675 1.024
H -2.196 -0.060 2.085
O 1.942 0.995 0.930
H 1.166 1.327 1.404
H 1.768 1.258 0.015
O 2.385 -1.785 0.915
H 3.344 -1.801 0.969
H 2.157 -0.841 1.048
O 0.562 2.460 -1.210
H 0.316 3.390 -1.157
H -0.180 2.167 -1.766
O -0.370 -2.225 1.703
H 0.420 -2.187 1.144
H -0.303 -3.076 2.141
```

Here is an isolated molecule of C12H21N3O2S from the Open Molecules 2025 dataset. Energies are from wB97M-V/def2-TZVPD.

Summary:
structure (SMILES) = C=CCn1c(CC[C@H](O)COCCC)n[nH]c1=S
lowest unoccupied orbital energy = 0.69 eV
charge = 0
frontier orbital gap = 8.557 eV
HOMO level = -7.872 eV

```
39
C12H21N3O2S (wB97M-V/def2-TZVPD)
C 1.146 3.937 2.537
C 1.743 3.957 1.360
C 1.046 3.691 0.060
N 1.781 2.764 -0.762
C 2.032 1.433 -0.546
C 1.484 0.661 0.593
C 0.083 0.126 0.272
C -0.448 -0.735 1.428
O 0.432 -1.782 1.738
C -1.831 -1.302 1.075
O -1.665 -2.162 -0.027
C -2.855 -2.811 -0.417
C -2.554 -3.733 -1.593
C -1.664 -4.901 -1.188
N 2.770 0.941 -1.490
N 3.015 1.969 -2.339
C 2.427 3.118 -1.926
S 2.455 4.594 -2.640
H 1.676 4.157 3.447
H 0.095 3.715 2.637
H 2.796 4.187 1.272
H 0.033 3.317 0.230
H 0.993 4.620 -0.524
H 1.444 1.294 1.482
H 2.142 -0.185 0.791
H -0.612 0.949 0.095
H 0.126 -0.488 -0.628
H -0.525 -0.130 2.338
H 0.371 -2.419 1.013
H -2.533 -0.490 0.834
H -2.230 -1.861 1.935
H -3.607 -2.060 -0.705
H -3.259 -3.389 0.429
H -3.501 -4.105 -1.989
H -2.061 -3.149 -2.371
H -2.151 -5.508 -0.428
H -1.450 -5.531 -2.048
H -0.724 -4.533 -0.786
H 3.582 1.845 -3.160
```

Here is a structure of composition C12H10BrF5Tb from the Open Molecules 2025 dataset. Energies are from wB97M-V/def2-TZVPD.

Summary:
lowest unoccupied orbital energy (alpha / beta) = 2.91 / 2.94 eV
charge = -1
multiplicity = 7
frontier orbital gap (alpha / beta) = 6.723 / 6.752 eV
HOMO level (alpha / beta) = -3.811 / -3.816 eV

```
29
C12H10BrF5Tb (wB97M-V/def2-TZVPD)
C 0.629 -0.739 1.870
C -0.681 -0.238 2.155
C -1.635 -1.056 1.450
H -0.924 0.654 2.744
C -0.904 -2.033 0.710
C 0.487 -1.807 0.913
H 1.300 -2.402 0.504
H 1.568 -0.347 2.292
H -2.701 -1.069 1.640
H -1.356 -2.844 0.145
Tb 0.290 0.647 -0.120
Br 0.297 3.067 0.997
C 1.979 0.963 -2.027
C 2.498 -0.362 -1.863
C 3.160 -0.430 -0.611
H 2.565 -1.127 -2.639
C 3.040 0.835 0.030
C 2.359 1.716 -0.869
H 2.203 2.780 -0.719
H 1.541 1.364 -2.937
H 3.822 -1.243 -0.296
H 3.551 1.121 0.945
F -2.776 1.991 0.030
C -2.549 0.683 -0.084
F -1.384 0.522 -1.488
C -3.795 0.001 -0.591
F -4.759 0.159 0.363
F -4.265 0.520 -1.753
F -3.558 -1.324 -0.792
```

Here is a structure of composition C15H10N4O5SV from the Open Molecules 2025 dataset. Energies are from wB97M-V/def2-TZVPD.

Summary:
lowest unoccupied orbital energy (alpha / beta) = -1.36 / -1.22 eV
charge = 0
multiplicity = 2
frontier orbital gap (alpha / beta) = 7.356 / 7.620 eV
HOMO level (alpha / beta) = -8.719 / -8.842 eV

```
36
C15H10N4O5SV (wB97M-V/def2-TZVPD)
V 0.437 0.360 -0.075
N 4.476 1.140 0.219
C 3.298 0.484 0.256
S 2.106 0.984 1.484
N 3.134 -0.546 -0.525
N 1.841 -1.027 -0.414
C 1.637 -2.286 -0.496
C 0.375 -2.902 -0.091
C 0.150 -4.261 -0.291
C -0.989 -4.861 0.206
C -1.912 -4.106 0.927
C -1.702 -2.757 1.161
C -0.567 -2.175 0.645
O -0.302 -0.850 0.807
H 4.512 2.045 0.656
H 5.059 0.992 -0.588
H 2.480 -2.918 -0.761
H 0.880 -4.840 -0.845
H -1.165 -5.915 0.036
H -2.812 -4.573 1.306
H -2.417 -2.149 1.698
O -3.619 0.069 -0.353
C -2.480 0.451 -0.535
O -1.513 -0.100 -1.188
C -2.065 1.851 -0.056
C -2.828 2.997 0.080
C -2.171 4.224 0.091
C -0.794 4.308 -0.145
C -0.114 3.124 -0.264
N -0.746 1.970 -0.082
C 1.279 2.819 -0.805
O 2.171 3.606 -0.862
O 1.303 1.533 -1.224
H -3.905 2.917 0.122
H -2.746 5.135 0.192
H -0.289 5.253 -0.287
```

Here is a structure of composition C38H32N2O4S2 from the Open Molecules 2025 dataset. Energies are from wB97M-V/def2-TZVPD.

Summary:
lowest unoccupied orbital energy = -0.96 eV
charge = 0
frontier orbital gap = 5.981 eV
HOMO level = -6.941 eV

```
78
C38H32N2O4S2 (wB97M-V/def2-TZVPD)
C -4.122 1.565 3.054
C -3.841 1.036 1.789
C -2.523 0.726 1.446
C -1.472 0.892 2.366
C -0.088 0.665 1.851
S 1.240 0.902 3.095
C 2.901 0.227 2.851
C 3.438 -0.569 3.864
C 4.742 -1.054 3.747
C 5.527 -0.694 2.648
C 4.989 0.123 1.647
C 3.675 0.590 1.748
O 1.420 2.346 3.209
O 0.780 0.122 4.236
S 0.057 -1.091 1.381
C -0.611 -2.290 2.554
C 0.166 -2.828 3.584
C -0.374 -3.791 4.442
C -1.676 -4.262 4.242
C -2.416 -3.793 3.153
C -1.881 -2.824 2.303
O -0.743 -1.255 0.180
O 1.487 -1.313 1.294
C -1.786 1.334 3.666
C -3.092 1.710 3.988
H -5.149 1.833 3.316
H -4.633 0.852 1.058
H -2.296 0.376 0.443
H 2.836 -0.814 4.737
H 5.132 -1.710 4.527
H 6.556 -1.053 2.571
H 5.587 0.401 0.778
H 3.242 1.231 0.981
H 1.198 -2.504 3.710
H 0.230 -4.187 5.260
H -2.102 -5.009 4.914
H -3.411 -4.190 2.946
H -2.437 -2.482 1.433
H -1.012 1.367 4.428
H -3.289 2.095 4.989
C -0.370 5.947 3.572
N -0.147 5.306 2.290
C -0.357 3.992 2.037
C -0.052 3.708 0.688
C -0.186 2.466 0.046
C -0.596 2.416 -1.287
C -1.265 3.452 -2.005
N -1.461 3.079 -3.297
C -2.044 3.922 -4.333
C -0.966 1.785 -3.491
C -0.401 1.347 -2.268
C 0.265 0.132 -2.240
C 0.290 -0.647 -3.408
C -0.290 -0.200 -4.606
C -0.929 1.046 -4.662
C 0.385 4.983 0.110
C 0.282 5.950 1.132
C 0.531 7.308 0.951
C 0.909 7.709 -0.345
C 1.068 6.760 -1.368
C 0.837 5.393 -1.139
H 0.063 6.950 3.541
H -1.445 6.015 3.789
H 0.095 5.359 4.372
H -0.821 3.338 2.773
H 0.055 1.489 0.718
H -1.633 4.409 -1.644
H -1.964 3.421 -5.299
H -3.106 4.131 -4.145
H -1.516 4.883 -4.404
H 0.733 -0.179 -1.316
H 0.776 -1.616 -3.367
H -0.232 -0.825 -5.499
H -1.370 1.447 -5.576
H 0.412 7.986 1.792
H 1.091 8.771 -0.535
H 1.386 7.103 -2.355
H 1.007 4.667 -1.922
```

| no. | F_max (eV Å⁻¹) | calculated total energy (eV) |
| --- | --- | --- |
| 1 | 4.36 | -14073.07250 |
| 2 | 2.97 | -32212.05801 |
| 3 | 2.21 | -42984.08892 |
| 4 | 5.55 | -23621.22852 |
| 5 | 12.68 | -50214.21900 |
| 6 | 1.32 | -10915.46727 |
| 7 | 3.18 | -5559.58122 |
| 8 | 1.10 | -13516.30109 |
| 9 | 1.03 | -32184.69579 |
| 10 | 2.65 | -118670.15485 |
| 11 | 3.54 | -68439.43801 |
| 12 | 4.75 | -72761.78582 |